# C59H48ClN2NiP3Si

A structure of composition C59H48ClN2NiP3Si (ωB97M-V with the def2-TZVPD basis set, the OMol25 dataset).

The geometry in XYZ format:
```
115
Properties=species:S:1:pos:R:3:forces:R:3:lowdin_charge:R:1
Ni -0.770337 -0.949829 -0.932695 -0.357 -0.267 0.258 -0.31
Cl -1.347116 -2.650555 -2.400619 0.061 0.182 -0.029 0.14
P -2.910443 -0.789564 -0.399617 0.213 0.102 -0.156 1.00
P 0.455140 -2.259500 0.545292 -0.036 0.127 -0.016 1.07
P 2.470849 2.228768 -0.001349 0.057 -0.081 -0.110 1.13
Si -0.523658 0.628431 0.644266 0.041 -0.087 0.023 0.66
N 0.682251 -0.283571 -2.280484 -0.028 0.107 -0.155 0.05
N -0.888074 0.300213 -3.901386 -0.197 -0.172 0.059 0.13
C 1.935939 -3.060098 -0.192451 -0.037 -0.080 0.012 -0.33
C 0.798161 0.088352 1.890096 0.031 0.071 -0.095 -0.28
C 2.839049 -4.330198 -2.040546 0.014 0.001 -0.007 -0.07
C -4.391312 -0.101678 1.951673 0.012 -0.019 -0.008 -0.08
C -5.438221 2.323439 -2.676558 -0.014 -0.003 0.011 -0.08
C -4.753707 -4.234825 0.813596 0.034 -0.042 -0.002 -0.08
C -1.514932 4.557562 -0.225784 -0.033 -0.011 0.004 -0.07
C 0.413721 0.055110 -3.555000 0.246 0.104 0.143 -0.38
C 5.012597 2.389934 3.165667 -0.001 0.010 0.005 -0.09
C -0.764659 -4.766499 0.598469 0.047 -0.012 -0.052 -0.09
C -1.830237 -5.763836 2.509888 -0.034 0.004 -0.019 -0.10
C 1.435911 0.222642 -4.501674 0.005 -0.007 0.015 -0.03
C -0.321168 5.202539 -0.509046 0.026 -0.021 0.006 -0.07
C 3.232704 -2.878461 0.284527 0.014 0.018 0.008 -0.09
C 3.025563 -0.340135 -2.818806 0.007 0.022 -0.027 -0.07
C -1.446595 -5.823288 1.176955 -0.055 0.005 0.009 -0.08
C -1.505781 3.219545 0.132182 -0.006 0.028 0.009 -0.11
C -2.080400 0.615248 1.743963 0.047 0.038 -0.033 -0.28
C -4.061775 2.452267 -2.585129 -0.001 -0.013 -0.001 -0.07
C -3.389150 1.236893 3.677871 -0.052 -0.012 0.002 -0.07
C 2.799751 3.851084 2.347377 0.069 0.067 -0.086 -0.09
C 4.634838 3.810057 -0.998209 -0.022 0.014 0.003 -0.08
C -5.218665 -3.978826 -1.526877 -0.003 0.004 0.004 -0.08
C 0.881848 3.143651 -0.078044 0.035 0.065 0.087 -0.37
C 3.448603 4.173117 3.531524 -0.024 -0.003 0.007 -0.08
C -4.486899 -2.804215 -1.545030 0.049 -0.007 -0.009 -0.15
C 4.560040 3.449617 3.939562 -0.002 -0.029 0.008 -0.09
C 1.896308 -1.784154 2.965430 -0.040 -0.056 -0.002 -0.11
C 3.430094 3.163342 -1.255438 0.049 -0.040 0.043 -0.37
C 2.106049 0.419788 3.896332 -0.053 -0.054 0.017 -0.07
C 5.329374 4.440694 -2.023851 0.005 0.001 -0.026 -0.09
C 3.248228 2.794371 1.560273 0.116 0.096 -0.072 -0.40
C -6.066688 1.213823 -2.123764 0.002 0.035 -0.020 -0.08
C 3.626521 3.788703 -3.581816 0.011 -0.016 -0.006 -0.08
C -5.359330 -4.694138 -0.344825 0.001 0.005 0.005 -0.08
C 1.755365 -3.775810 -1.377696 -0.004 -0.048 -0.009 -0.12
C 0.865828 4.494667 -0.430166 0.012 0.042 -0.002 -0.10
C -4.014289 -3.060680 0.795288 0.029 0.012 -0.002 -0.09
C -4.489051 0.548912 3.165851 0.018 0.027 0.016 -0.07
C 4.124410 -4.158766 -1.548187 -0.003 0.003 0.001 -0.09
C 1.119948 -1.269764 1.924944 -0.033 -0.089 0.015 -0.37
C 4.317390 -3.423036 -0.389162 0.003 -0.010 -0.004 -0.08
C -5.320464 0.240311 -1.482068 -0.040 -0.038 -0.029 -0.09
C -3.888942 -2.326174 -0.379881 0.006 0.000 0.028 -0.37
C -3.313002 1.470195 -1.950979 0.039 -0.055 -0.057 -0.12
C -3.933010 0.354462 -1.398762 -0.065 0.008 0.062 -0.31
C 2.386654 -0.943057 3.947719 0.029 0.075 -0.005 -0.07
C -1.544266 -4.630986 3.254933 0.006 0.011 -0.005 -0.09
C -0.428006 -3.643539 1.354995 0.003 0.002 -0.064 -0.32
C 1.970585 -0.464544 -1.946763 -0.034 0.049 0.062 -0.18
C -2.202480 1.276174 2.970847 0.017 -0.015 -0.028 -0.08
C 4.349749 2.057750 1.994685 0.054 0.091 -0.076 -0.12
C 4.828501 4.433857 -3.315766 0.001 0.005 0.008 -0.09
C -0.320619 2.475790 0.206467 -0.031 -0.077 0.015 -0.25
C 2.939597 3.153427 -2.562584 -0.013 -0.060 -0.014 -0.12
C 1.315054 0.926851 2.880232 -0.178 -0.119 0.149 -0.11
C -3.182845 -0.074932 1.253508 0.028 -0.019 -0.019 -0.35
C 2.742392 0.013255 -4.133438 0.007 -0.003 0.018 -0.07
C -0.847544 -3.574996 2.681810 -0.010 0.025 -0.040 -0.10
H 0.767136 -3.860689 -1.811426 0.038 0.024 -0.013 0.01
H -6.023939 3.084950 -3.174613 -0.009 0.013 -0.012 0.10
H 3.537240 0.129403 -4.858482 0.016 0.001 -0.015 0.11
H 3.227004 3.774584 -4.587836 -0.008 0.005 -0.016 0.10
H -0.635409 -2.697326 3.276732 0.040 0.052 0.021 0.10
H -5.419527 0.527194 3.717943 -0.015 0.000 0.014 0.10
H -0.503676 -4.813557 -0.451298 -0.027 -0.017 0.079 0.07
H -1.056639 0.313186 -4.895264 0.002 -0.001 0.019 0.10
H 5.316870 -3.266908 -0.003521 0.013 0.000 0.004 0.10
H 2.675758 -4.880755 -2.957995 -0.001 -0.004 -0.010 0.11
H -1.856860 -4.565098 4.289054 -0.002 0.000 0.021 0.10
H -3.468473 1.743509 4.631155 -0.005 0.014 0.019 0.10
H -5.245024 -0.634118 1.550950 -0.013 -0.006 -0.010 0.11
H 2.114409 -2.844947 3.006733 -0.009 -0.018 0.001 0.12
H -2.237201 1.577867 -1.875923 -0.024 -0.053 -0.080 0.07
H 4.971048 -4.584306 -2.070988 0.011 -0.002 -0.007 0.10
H 5.871488 1.812878 3.482172 0.017 -0.014 0.009 0.10
H -3.563088 3.315434 -3.005716 0.016 0.025 -0.018 0.11
H 4.687064 1.211488 1.406635 -0.001 -0.032 -0.007 0.11
H -5.677510 -4.338100 -2.438417 -0.006 -0.009 -0.016 0.10
H 2.004311 2.647292 -2.781306 0.007 0.002 -0.003 0.10
H 2.503956 1.083162 4.652358 0.024 0.043 0.034 0.11
H -1.693394 -6.689881 0.578011 -0.003 -0.019 -0.008 0.11
H -5.820348 -0.619193 -1.052079 0.001 0.045 0.001 0.10
H -4.845963 -4.791371 1.736515 0.004 -0.022 0.022 0.10
H 1.101201 1.988703 2.853439 -0.097 -0.097 0.075 0.09
H -1.542831 -0.300616 -3.412175 -0.047 0.007 0.071 0.02
H 6.262527 4.944300 -1.806391 0.013 0.004 0.001 0.10
H -2.453170 2.738064 0.342434 0.002 0.011 0.047 0.09
H 5.368965 4.928628 -4.112151 0.004 0.005 -0.007 0.10
H 2.996428 -1.343981 4.747226 -0.006 0.000 0.020 0.10
H 5.033326 3.835010 0.008124 -0.002 0.001 0.001 0.10
H -0.312914 6.247589 -0.790684 0.006 0.015 -0.003 0.10
H -2.454689 5.091630 -0.288227 -0.017 0.009 0.010 0.11
H 1.799198 4.993862 -0.661517 -0.015 0.019 0.023 0.11
H -2.363525 -6.591208 2.960082 -0.005 -0.011 0.006 0.10
H 4.033801 -0.505264 -2.470814 0.035 -0.004 0.015 0.11
H -7.141656 1.109671 -2.189901 -0.023 0.003 0.000 0.10
H -3.536474 -2.721233 1.706019 0.010 0.003 -0.001 0.10
H 3.085307 4.994578 4.135532 -0.006 0.012 0.010 0.10
H 1.173911 0.498867 -5.514121 -0.002 0.000 -0.022 0.11
H -4.371826 -2.257448 -2.471431 0.006 -0.014 -0.002 0.10
H 1.932028 4.422633 2.042797 -0.022 0.013 -0.029 0.10
H 5.065733 3.704284 4.861644 0.012 0.010 0.013 0.10
H -5.936626 -5.609467 -0.330215 -0.007 -0.015 0.001 0.10
H 2.153712 -0.715485 -0.912983 0.010 0.100 -0.090 0.06
H 3.414346 -2.287310 1.170706 0.001 -0.005 -0.008 0.09
H -1.361354 1.824308 3.377441 0.047 0.015 0.013 0.10
```
Forces are in eV/Å.

Computed properties:
- HOMO-LUMO gap (spin up / spin down): 7.670 / 7.671 eV
- Maximum force: 0.52 eV Å⁻¹
- E_HOMO (spin up / spin down): -7.2 / -7.2 eV
- LUMO (spin up / spin down): 0.01767 / 0.01763 Ha


# CH4N2

An isolated molecule of CH4N2 (ωB97M-V with the def2-TZVPD basis set, the OMol25 dataset).

The geometry in XYZ format:
```
7
Properties=species:S:1:pos:R:3:forces:R:3:lowdin_charge:R:1
N -0.515122 0.469590 0.371328 1.281 -0.611 -0.726 -0.10
N 0.863512 0.663893 0.453984 -1.277 0.161 -1.160 -0.02
C -0.850079 -0.396134 -0.498055 -0.460 -0.146 0.380 -0.10
H -0.174391 -1.043208 -1.056247 0.400 0.260 -0.008 0.06
H 1.124448 0.962186 1.345328 0.489 0.389 1.372 0.05
H -1.889008 -0.608116 -0.650946 -0.489 0.183 0.035 0.05
H 1.440640 -0.048212 0.034609 0.056 -0.236 0.106 0.07
```
Forces are in eV/Å.

Computed properties:
- SMILES: C=NN
- HOMO-LUMO gap: 10.361 eV
- Maximum force: 1.73 eV Å⁻¹
- E_HOMO: -9.1 eV
- LUMO: 0.04616 Ha